No. 1
Formula: C6H19BrN5O3
Source: OMol25
Level of theory: ωB97M-V with the def2-TZVPD basis set

Cartesian coordinates (Å):
Br1 -0.147 -1.130 1.448
C1 1.996 0.309 -2.238
C2 2.548 1.244 -1.053
C3 1.568 2.468 -0.765
O1 2.268 3.226 0.237
C4 1.621 4.370 0.726
N1 2.453 0.335 0.039
H1 2.642 -0.549 -2.423
H2 1.728 0.965 -3.066
H3 1.033 -0.149 -2.013
H4 3.597 1.536 -1.107
H5 0.586 2.127 -0.439
H6 1.445 3.086 -1.655
H7 0.552 4.281 0.917
H8 1.892 5.274 0.179
H9 2.100 4.536 1.691
H10 1.518 0.171 0.382
H11 2.716 -0.601 -0.237
C5 -1.758 -0.506 -2.219
O2 -2.216 -0.373 -3.356
N2 -1.462 -1.637 -1.664
N3 -1.532 0.446 -1.367
H12 -0.998 -1.531 -0.773
H13 -1.747 -2.549 -1.992
H14 -1.960 1.347 -1.529
H15 -1.100 0.233 -0.480
C6 -2.843 -3.590 3.072
O3 -3.745 -4.197 3.731
N4 -2.776 -3.447 1.752
N5 -1.757 -3.085 3.694
H16 -3.532 -3.754 1.157
H17 -2.002 -2.894 1.413
H18 -1.012 -2.530 3.298
H19 -1.676 -3.433 4.638

Cartesian forces (eV/Å) of the 3 atoms listed first:
Br 0.570 0.481 -0.424
C -0.224 0.568 0.408
C -2.091 0.443 0.160

## Properties
- 2S+1: 2
- ⟨S²⟩: 0.75
- E_LUMO (spin up / spin down): -0.06 / -4.98 eV
- Energy above the lowest of the compared OMol25 structures with the same formula, charge and spin: 1.8 kcal/mol
- Gap between HOMO and LUMO (spin up / spin down): 8.9 / 4.0 eV

Atomic partial charges in e from the natural (NBO) method, atoms 1 to 4:
1. Br -0.759
2. C -0.611
3. C -0.100
4. C -0.069

No. 2
Formula: C34H77AsCl4F6N3O18Zn
Source: OMol25
Level of theory: ωB97M-V with the def2-TZVPD basis set

Cartesian coordinates (Å):
Zn1 -1.839 3.867 0.670
As1 -0.932 -0.100 -0.229
F1 -2.103 0.150 -1.554
F2 0.385 0.544 -1.296
F3 0.253 -0.316 1.150
F4 -2.173 -0.721 0.891
F5 -0.593 -1.820 -0.769
F6 -1.257 1.669 0.185
C1 3.091 -2.969 -0.631
C2 2.338 -3.256 -1.899
C3 3.150 -3.819 -3.052
O1 2.415 -3.946 -4.236
C4 2.480 -2.751 -5.107
N1 1.270 -4.115 -1.448
H1 3.500 -3.871 -0.174
H2 2.443 -2.415 0.048
H3 3.858 -2.219 -0.822
H4 1.811 -2.351 -2.201
H5 3.512 -4.812 -2.784
H6 4.030 -3.196 -3.212
H7 1.743 -2.012 -4.791
H8 2.238 -2.991 -6.142
H9 3.503 -2.380 -5.056
H10 0.771 -4.354 -2.292
H11 0.637 -3.649 -0.813
C5 1.936 5.078 -0.132
C6 0.433 4.795 -0.232
C7 0.106 4.062 -1.548
O2 -1.285 3.710 -1.228
C8 -1.944 3.249 -2.457
N2 0.217 3.983 0.988
H12 2.278 5.753 -0.917
H13 2.579 4.199 -0.090
H14 2.164 5.607 0.793
H15 -0.157 5.709 -0.170
H16 0.766 3.205 -1.680
H17 0.173 4.796 -2.352
H18 -2.963 2.923 -2.252
H19 -1.488 2.291 -2.708
H20 -1.954 4.033 -3.215
H21 0.537 4.610 1.712
H22 0.914 3.259 1.082
C9 3.631 0.214 1.694
C10 3.044 1.592 2.009
C11 4.059 2.723 1.721
O3 4.580 2.748 0.382
C12 5.375 3.808 -0.048
N3 1.928 1.681 1.094
H23 2.972 -0.643 1.832
H24 4.402 0.037 2.444
H25 4.110 0.142 0.717
H26 2.696 1.717 3.034
H27 4.916 2.722 2.394
H28 3.588 3.692 1.885
H29 4.815 4.722 0.145
H30 5.583 3.712 -1.114
H31 6.260 3.872 0.586
H32 2.317 1.550 0.171
H33 1.326 0.920 1.376
C13 4.290 -4.695 2.818
C14 3.416 -3.390 2.793
O4 2.091 -3.775 2.471
C15 1.053 -3.081 2.880
O5 0.995 -2.077 3.643
O6 -0.060 -3.668 2.361
C16 -1.366 -3.403 2.765
H34 4.216 -5.121 1.817
H35 3.888 -5.425 3.520
H36 5.342 -4.541 3.061
H37 3.856 -2.774 2.009
H38 3.442 -2.864 3.747
H39 -1.212 -3.242 3.832
H40 -2.153 -4.123 2.540
H41 -1.809 -2.474 2.408
C17 4.357 5.733 -3.581
C18 4.471 4.373 -4.237
O7 3.924 3.486 -3.288
C19 3.798 2.222 -3.636
O8 4.271 1.654 -4.611
O9 3.259 1.591 -2.598
C20 3.129 0.176 -2.624
H42 3.317 5.935 -3.326
H43 4.663 6.589 -4.182
H44 4.983 5.713 -2.689
H45 5.511 4.080 -4.381
H46 3.937 4.277 -5.183
H47 2.872 -0.207 -3.611
H48 2.447 -0.153 -1.840
H49 4.076 -0.303 -2.374
C21 0.328 1.084 5.178
C22 -0.352 1.802 4.040
O10 -1.284 2.700 4.632
C23 -2.094 3.436 3.908
O11 -2.082 3.443 2.697
O12 -2.890 4.199 4.663
C24 -2.695 4.412 6.025
H50 -0.467 0.785 5.862
H51 1.015 1.709 5.749
H52 0.846 0.197 4.816
H53 -0.903 1.093 3.422
H54 0.336 2.398 3.440
H55 -2.030 5.231 6.299
H56 -2.271 3.554 6.547
H57 -3.599 4.686 6.569
C25 -5.537 -6.087 -2.994
C26 -5.571 -6.117 -1.458
O13 -4.198 -6.149 -0.972
C27 -3.866 -5.759 0.292
O14 -4.666 -5.551 1.159
O15 -2.592 -5.444 0.476
C28 -1.660 -5.356 -0.517
H58 -5.216 -7.015 -3.467
H59 -4.968 -5.285 -3.464
H60 -6.524 -6.040 -3.453
H61 -6.170 -6.957 -1.108
H62 -6.108 -5.216 -1.162
H63 -1.744 -4.436 -1.096
H64 -1.661 -6.257 -1.131
H65 -0.654 -5.338 -0.098
C29 -4.968 -0.460 3.143
C30 -4.466 0.901 2.659
O16 -5.279 1.430 1.593
C31 -4.748 2.339 0.652
O17 -3.585 2.798 0.682
O18 -5.690 2.648 -0.299
C32 -6.941 1.947 -0.461
H66 -5.981 -0.387 3.538
H67 -4.313 -0.748 3.966
H68 -4.936 -1.249 2.392
H69 -3.430 0.813 2.332
H70 -4.534 1.572 3.516
H71 -7.367 2.258 -1.415
H72 -7.647 2.238 0.317
H73 -6.856 0.864 -0.363
C33 -4.161 -1.946 -1.103
Cl1 -5.725 -2.371 -0.284
Cl2 -4.027 -2.734 -2.699
H74 -4.124 -0.877 -1.312
H75 -3.296 -2.167 -0.477
C34 -1.302 -1.231 -4.260
Cl3 -1.206 -2.084 -5.836
Cl4 -0.585 0.373 -4.448
H76 -2.349 -1.066 -4.006
H77 -0.660 -1.729 -3.534

Cartesian forces (eV/Å) of the 3 atoms listed first:
Zn 0.268 -2.096 0.872
As 1.216 -0.743 -0.451
F 0.881 -0.442 1.244

## Properties
- E_LUMO: -3.57 eV
- Energy above the lowest of the compared OMol25 structures with the same formula, charge and spin: 45.3 kcal/mol
- Total charge: +1
- Gap between HOMO and LUMO: 6.7 eV

Atomic partial charges in e from the Mulliken method, atoms 1 to 4:
1. Zn 0.878
2. As 1.378
3. F -0.593
4. F -0.354

No. 3
Formula: C13H19IN5O2Ti
Source: OMol25
Level of theory: ωB97M-V with the def2-TZVPD basis set

Cartesian coordinates (Å):
C1 0.552 0.257 -4.900
I1 -0.049 0.981 -2.880
H1 -0.298 -0.339 -5.258
H2 1.454 -0.327 -4.782
H3 0.678 1.165 -5.509
C2 -1.653 3.727 0.653
C3 -2.660 3.171 -0.068
N1 -2.193 1.974 -0.561
C4 -0.892 1.761 -0.171
N2 -0.569 2.885 0.559
H4 -1.609 4.647 1.214
H5 -3.661 3.536 -0.229
C5 1.641 -3.879 0.102
C6 0.677 -1.879 -0.382
N3 1.649 -2.524 0.351
H6 0.367 -5.052 -1.249
N4 0.087 -2.895 -1.101
H7 2.333 -4.554 0.586
Ti1 0.519 0.182 -0.300
C7 2.249 0.904 -0.891
O1 3.296 1.327 -1.225
C8 0.679 -4.110 -0.822
C9 -1.048 -2.807 -1.990
H8 -1.838 -3.500 -1.646
H9 -0.767 -3.082 -3.023
H10 -1.447 -1.788 -1.991
C10 2.576 -1.935 1.281
H11 3.436 -2.612 1.387
H12 2.124 -1.799 2.279
H13 2.936 -0.951 0.932
C11 0.679 3.210 1.226
H14 0.821 4.302 1.164
H15 1.535 2.708 0.754
H16 0.657 2.946 2.297
C12 -3.052 1.090 -1.327
H17 -2.477 0.276 -1.781
H18 -3.548 1.651 -2.137
H19 -3.831 0.645 -0.683
O2 -0.143 0.208 3.984
C13 0.225 0.229 2.861
N5 0.563 0.252 1.709

Cartesian forces (eV/Å) of the 3 atoms listed first:
C -0.694 0.160 0.090
I 0.035 0.064 -2.409
H 0.340 0.173 0.310

## Properties
- 2S+1: 2
- ⟨S²⟩: 0.78
- E_LUMO (spin up / spin down): 3.97 / 3.96 eV
- Total charge: -2
- Gap between HOMO and LUMO (spin up / spin down): 1.8 / 1.8 eV

Atomic partial charges in e from the natural (NBO) method, atoms 1 to 4:
1. C -1.095
2. I -0.793
3. H 0.227
4. H 0.192

No. 4
Formula: C5H6N
Source: OMol25
Level of theory: ωB97M-V with the def2-TZVPD basis set

Cartesian coordinates (Å):
C1 -3.332 -0.067 -0.141
C2 -2.428 0.852 -0.544
C3 2.179 -0.241 0.070
C4 -2.224 -0.872 0.489
C5 3.398 -0.292 -0.204
N1 -1.366 0.008 0.328
H1 -4.370 -0.177 -0.267
H2 1.174 -0.309 0.449
H3 -2.304 -1.910 0.939
H4 3.734 0.719 -0.755
H5 -2.501 1.813 -1.146
H6 4.082 -0.867 0.291

Cartesian forces (eV/Å) of the 3 atoms listed first:
C 0.474 1.072 -1.412
C -1.710 -0.878 1.081
C 0.625 -0.955 0.490

## Properties
- E_LUMO: -7.87 eV
- Energy above the lowest of the compared OMol25 structures with the same formula, charge and spin: 205.4 kcal/mol
- Total charge: +1
- Gap between HOMO and LUMO: 4.1 eV

Atomic partial charges in e from the natural (NBO) method, atoms 1 to 4:
1. C -0.267
2. C -0.033
3. C 0.443
4. C 0.120